Here is a molecular structure, C28H16Br2Cl5NOPSe2Ti from the OMol25 dataset. Energies are from the ωB97M-V functional and the def2-TZVPD basis.

XYZ file:
```
57
Properties=species:S:1:pos:R:3:forces:R:3
Br 0.0515 -2.1186 4.4318 0.01 0.06 0.03
Br -3.7712 -5.6342 2.2396 0.04 0.03 -0.02
Se -0.9072 0.8316 -1.5901 0.09 -0.08 0.12
Se 1.1419 3.8217 -2.3248 0.03 -0.01 -0.02
Ti 0.7731 -0.9329 -0.5114 0.83 0.56 -0.09
Cl 2.5045 -4.2332 -1.9516 0.00 -0.03 -0.01
Cl 6.0904 0.5947 -0.3104 0.00 0.04 0.01
Cl 7.4093 -2.0495 -1.3355 -0.01 0.01 0.00
Cl 2.9605 0.8019 -0.1659 -0.16 -0.01 0.04
Cl 5.6090 -4.4596 -2.1627 0.03 0.02 0.01
P -0.2120 2.8490 -1.0217 -0.08 -0.06 -0.05
O 0.5438 -1.4970 1.4152 0.08 0.20 0.24
N -0.5787 -2.5397 -0.6961 -0.43 -0.54 -0.33
C -1.9796 4.9676 -1.5469 -0.04 0.01 0.04
C 0.5030 1.7817 2.8880 0.02 -0.01 0.02
C 1.3700 3.7215 1.0994 0.05 0.00 0.10
C 1.8732 3.6932 2.3945 -0.06 -0.04 -0.09
C -1.0078 -3.0104 0.5110 -0.18 0.15 0.38
C 4.8840 -2.9900 -1.6124 -0.04 -0.08 -0.02
C 3.5011 -2.8599 -1.5262 -0.13 0.10 0.02
C -1.7918 -3.7881 3.0486 0.06 0.04 0.07
C -0.0044 1.8127 1.5974 0.06 0.06 0.02
C -2.0843 -4.0624 -1.7419 0.13 0.15 -0.18
C -1.0910 -3.0597 -1.8001 -0.15 -0.17 -0.11
C 0.4278 2.7799 0.6935 0.00 -0.02 0.01
C -2.7631 3.3352 0.0344 -0.03 0.04 -0.02
C 5.6907 -1.9148 -1.2419 0.07 -0.07 -0.03
C -4.1499 5.2159 -0.5347 0.03 -0.01 -0.01
C -2.4022 -4.3394 1.9642 -0.07 -0.08 -0.01
C -0.3620 -2.3934 1.6443 -0.11 -0.16 -0.24
C -1.7722 3.7960 -0.8318 -0.02 0.02 0.01
C 2.8713 -1.6995 -1.1053 -0.39 0.09 0.12
C -2.5589 -4.5039 -0.5446 -0.05 -0.04 0.16
C 1.4428 2.7214 3.2885 -0.01 0.00 -0.03
C -3.9443 4.0444 0.1850 0.04 -0.03 0.00
C -2.0251 -3.9702 0.6508 0.13 -0.08 -0.18
C 5.1070 -0.7362 -0.7917 -0.04 0.04 0.01
C -3.1691 5.6740 -1.4004 0.04 -0.02 0.00
C -0.5933 -2.5383 -3.1103 0.02 0.05 0.03
C 3.7179 -0.6705 -0.7423 0.31 -0.05 -0.06
C -0.7775 -2.8274 2.8896 -0.03 -0.07 0.04
H -2.0837 -4.0888 4.0451 0.02 0.02 0.01
H -2.6136 2.4129 0.5814 -0.01 0.00 0.00
H 1.8526 2.6856 4.2911 -0.02 0.00 -0.02
H -1.0177 -3.0892 -3.9484 -0.01 -0.02 0.02
H -1.1998 5.3148 -2.2137 -0.01 0.00 0.00
H -5.0751 5.7672 -0.4196 0.00 0.00 0.00
H -3.3261 6.5855 -1.9646 0.01 -0.01 0.00
H 2.6165 4.4209 2.6963 -0.01 0.00 0.00
H 0.4955 -2.6157 -3.1507 0.01 0.01 0.00
H -0.7171 1.0608 1.2873 -0.04 -0.03 -0.02
H -0.8521 -1.4829 -3.2181 0.00 0.01 -0.03
H 1.7232 4.4542 0.3844 0.00 -0.01 0.00
H 0.1801 1.0005 3.5637 0.02 -0.01 0.01
H -4.7086 3.6806 0.8606 0.01 0.00 0.00
H -2.4692 -4.4605 -2.6721 0.00 0.00 0.03
H -3.3318 -5.2595 -0.4978 0.01 0.01 0.01
```
Forces are in eV/Å.

Summary:
- HOMO (spin up / spin down): -3.887 / -5.207 eV
- Total charge: -1
- Multiplicity: 3
- ⟨S²⟩: 2.01



Here is a molecular structure, C28H16CdF5PS from the OMol25 dataset. Energies are from the ωB97M-V functional and the def2-TZVPD basis.

XYZ file:
```
52
Properties=species:S:1:pos:R:3:forces:R:3
Cd 0.5048 1.4181 -0.3986 -0.78 0.66 0.85
S -0.3082 3.1474 1.2945 0.69 -0.86 0.18
P 0.5619 -0.9369 1.0330 0.09 -0.59 -0.39
F -2.3963 5.1637 1.8436 0.08 0.08 -0.11
F -3.1053 7.2625 0.3457 0.12 -0.03 -0.10
F 0.7518 3.8664 -1.4786 -0.34 0.36 0.07
F -0.0049 5.9487 -2.9751 -0.08 0.09 0.11
F -1.9106 7.7246 -2.0788 0.06 -0.24 0.13
C 4.2004 -0.4462 -0.6971 0.14 0.02 -0.04
C -1.5521 6.6715 -1.3340 0.04 -0.22 0.18
C 3.1406 -0.4907 0.1897 -0.10 0.02 0.12
C -1.3706 -2.8871 0.5695 0.38 0.30 -0.05
C -2.7084 -1.4865 -1.4374 0.26 0.11 0.13
C 1.8520 -1.7613 -1.3947 -0.02 -0.04 0.03
C 0.6106 -1.8277 3.6151 -0.01 -0.02 -0.10
C -2.5283 -3.4268 -0.0090 -0.27 -0.04 -0.17
C -0.7820 4.4398 0.2658 -0.21 0.96 -0.71
C -0.2099 4.7091 -0.9858 -0.14 -0.23 0.31
C -0.5815 5.7816 -1.7787 -0.01 0.01 -0.02
C -1.0560 0.3203 -1.3659 0.31 0.13 -0.29
C 1.0065 -2.6086 4.6846 0.00 -0.08 0.08
C -1.7808 0.9799 -2.3320 0.26 -0.06 0.09
C -3.1802 -2.7395 -0.9913 0.04 -0.18 0.19
C -0.8539 -1.6820 0.1458 -0.11 -0.15 0.31
C 1.8220 -3.2603 2.1030 -0.08 0.06 -0.03
C -3.4154 -0.7693 -2.4244 0.00 0.13 -0.12
C -1.5184 -0.9323 -0.8809 -0.22 -0.22 -0.13
C -2.9633 0.4397 -2.8638 -0.15 -0.10 0.00
C 1.0157 -2.1482 2.3216 -0.07 0.48 0.07
C -2.1523 6.4367 -0.0979 0.06 0.05 -0.14
C 1.8185 -3.7089 4.4623 0.00 0.01 0.10
C 2.9130 -1.7046 -2.2848 0.02 -0.06 -0.04
C 2.2180 -4.0383 3.1765 0.04 -0.11 0.02
C -1.7764 5.3511 0.6739 0.31 -0.31 -0.27
C 1.9533 -1.1439 -0.1530 -0.09 0.17 0.05
C 4.0795 -1.0410 -1.9439 0.03 0.05 0.02
H -2.9016 -4.3802 0.3402 -0.02 -0.02 -0.02
H 0.6997 -2.3516 5.6885 -0.02 0.01 0.04
H 2.8476 -4.9023 3.0160 0.04 -0.03 -0.03
H -3.5100 0.9972 -3.6084 -0.10 0.02 -0.12
H 2.8308 -2.1753 -3.2530 -0.05 -0.04 -0.08
H 3.2206 -0.0299 1.1703 0.06 0.06 -0.05
H 0.9400 -2.2729 -1.6689 -0.08 0.01 -0.03
H -1.4463 1.9428 -2.7074 -0.03 -0.04 0.03
H 2.1470 -3.5106 1.1028 0.03 0.01 -0.08
H -0.0032 -0.9510 3.7717 -0.03 0.06 0.06
H -4.0779 -3.1387 -1.4413 -0.10 -0.06 -0.03
H 2.1551 -4.3005 5.2997 0.02 -0.11 0.07
H -4.3273 -1.1957 -2.8160 -0.10 -0.05 -0.07
H 4.8917 -0.9729 -2.6508 0.10 -0.05 -0.07
H -0.8779 -3.4351 1.3623 -0.01 0.01 0.00
H 5.1180 0.0555 -0.4247 0.03 0.05 0.03
```
Forces are in eV/Å.

Summary:
- HOMO: -7.823 eV



Here is a molecular structure, C28H16Cl4N6O4Sn from the OMol25 dataset. Energies are from the ωB97M-V functional and the def2-TZVPD basis.

XYZ file:
```
59
Properties=species:S:1:pos:R:3:forces:R:3
Sn -0.1734 -0.6735 0.3019 0.49 0.52 0.23
Cl -4.2121 -6.7995 0.6291 0.11 0.09 -0.04
Cl -1.1525 -6.0875 0.3991 -0.21 0.20 -0.08
Cl -6.3413 -4.5887 0.5950 0.15 0.06 -0.08
Cl -5.5340 -1.5836 0.1742 0.16 -0.18 -0.05
O -0.7848 -3.2160 -0.2279 -0.62 -0.49 -0.18
O 0.4615 5.5498 -4.6241 0.21 0.32 -0.43
O -0.6401 6.1614 -2.8804 -0.30 0.49 0.31
O -2.6273 -1.3069 -0.2298 -0.51 -0.61 -0.14
N 2.5272 -0.4683 3.0358 0.54 0.00 0.48
N -0.2453 -0.0972 -2.1501 0.12 -0.09 0.54
N -0.1357 1.7810 -0.1413 -0.03 -0.59 0.17
N -0.0935 5.3454 -3.5779 0.09 -0.43 -0.05
N 2.3139 -0.4806 0.6662 -0.49 -0.01 0.38
N 0.1716 -0.3328 2.8318 0.62 0.14 -0.10
C -4.7264 -4.1643 0.3213 -0.25 1.64 -0.10
C 1.2034 -0.5428 4.9832 -0.07 -0.01 -0.10
C -3.0124 -2.4634 -0.0886 0.45 0.68 -0.03
C -0.1505 2.1942 -1.4214 -0.02 0.72 -0.43
C -0.2791 -0.6798 -4.4673 0.00 0.25 -0.07
C -3.7140 -5.2058 0.3616 1.63 -0.29 0.03
C 1.2700 -0.4505 3.5791 -0.70 0.08 0.45
C -2.3769 -4.8968 0.2446 -0.68 -1.29 0.15
C -0.1317 3.5731 -1.7535 -0.03 -0.19 0.14
C 2.9478 -0.5155 -0.5164 0.35 -0.01 -0.38
C -0.2038 0.6437 -4.8272 0.01 -0.19 0.28
C -1.9480 -3.5600 -0.0567 0.69 0.49 0.00
C -0.0815 4.5016 -0.6992 0.02 -0.07 0.34
C -1.1660 -0.4000 4.8230 -0.02 0.01 -0.13
C 5.0940 -0.5168 0.4937 -0.30 0.00 0.14
C 4.3126 -0.5340 -0.6612 -0.16 0.00 -0.07
C -0.1806 1.6249 -3.8216 0.02 -0.24 0.65
C 3.0590 -0.4732 1.7734 0.39 0.01 -0.40
C -0.1300 3.0102 -4.1223 -0.03 0.64 0.16
C -0.1251 3.9432 -3.1383 0.03 -1.02 -0.47
C -0.3006 -1.0013 -3.1084 0.01 -0.20 -0.15
C -0.0187 -0.5337 5.6078 0.04 0.03 -0.36
C -1.0131 -0.2989 3.4607 -0.31 0.00 0.25
C -0.1016 2.6728 0.8306 0.00 0.05 0.21
C -0.0624 4.0461 0.5969 -0.01 0.05 -0.28
C 4.4661 -0.4855 1.7136 -0.05 0.01 -0.24
C -4.3752 -2.8470 0.1321 -1.30 -0.58 0.20
C -0.1959 1.2072 -2.4715 0.02 0.25 -0.71
H -1.8778 -0.1746 2.8126 -0.03 -0.05 0.07
H -0.1068 3.3262 -5.1547 0.02 0.06 -0.05
H 2.1143 -0.6206 5.5586 0.07 -0.05 0.03
H 5.0445 -0.4739 2.6258 0.00 0.00 0.08
H -0.1107 2.2815 1.8397 0.05 -0.01 0.07
H 6.1696 -0.5343 0.4370 0.15 0.01 -0.02
H -0.0876 -0.6288 6.6803 0.00 0.03 0.09
H -0.0723 5.5602 -0.9116 0.03 -0.07 0.05
H 2.2997 -0.5401 -1.3846 0.06 0.03 -0.09
H -0.1492 0.9408 -5.8628 -0.07 0.03 -0.14
H -0.0213 4.7458 1.4152 -0.02 -0.02 0.15
H -2.1445 -0.3728 5.2703 -0.15 0.01 0.01
H 3.2459 -0.4988 3.7508 -0.19 -0.01 -0.23
H -0.3492 -2.0363 -2.7945 0.00 -0.06 0.04
H -0.3129 -1.4556 -5.2144 0.01 -0.12 -0.01
H 4.7623 -0.5672 -1.6398 -0.01 0.00 -0.10
```
Forces are in eV/Å.

Summary:
- HOMO: -13.689 eV
- Total charge: +2



For reference, strongest force on any atom by record: 1.009 1.332 1.661 eV Å⁻¹.
For reference, ΔE to the lowest compared entry with this formula, charge and spin by record: 0.0 16.5 76.8 kJ/mol.